No. 1
46
Properties=species:S:1:pos:R:3:lowdin_charge:R:1 method="wB97M-V/def2-TZVPD" homo_energy_ev=-7.9018 e_above_lowest_kcal_mol=117.23 homo_lumo_gap_ev=8.92 charge=-1 spin_multiplicity=1
O 23.049 43.590 8.150 0.096
C 23.253 43.730 9.357 -0.411
O 24.366 44.113 9.748 0.314
B 24.407 43.640 11.113 -0.811
O 23.049 43.198 11.467 0.321
C 22.450 43.195 10.356 -0.404
O 21.454 42.507 10.192 0.176
O 24.864 44.582 12.177 0.282
C 26.031 44.158 12.524 -0.401
O 26.795 44.861 13.193 0.147
C 26.198 42.836 12.165 -0.392
O 25.388 42.549 11.221 0.311
O 27.242 42.218 12.342 0.140
O 21.287 41.746 6.816 -0.202
H 20.756 42.286 6.033 0.135
H 22.188 42.230 7.187 0.091
O 24.975 46.590 8.411 -0.035
H 24.687 46.705 7.538 -0.008
H 25.013 45.627 8.653 0.037
O 28.075 45.050 15.788 -0.143
H 28.385 44.092 15.914 0.057
H 27.386 45.017 15.027 0.030
O 18.829 42.223 8.450 -0.104
H 18.921 41.514 9.150 0.003
H 19.649 42.057 7.973 -0.030
O 21.848 45.975 7.102 -0.009
H 22.242 46.623 6.554 0.013
H 22.500 45.322 7.206 -0.034
O 20.574 41.391 13.246 0.023
H 20.155 41.675 12.499 -0.031
H 21.456 41.455 13.027 -0.012
O 27.671 39.958 10.866 0.028
H 27.395 40.732 11.222 -0.075
H 28.397 40.275 10.455 -0.021
O 19.663 40.257 10.173 -0.069
H 19.823 39.549 10.898 0.115
H 20.227 40.972 10.359 -0.046
O 24.985 47.546 13.846 0.055
H 24.774 46.870 13.228 0.014
H 25.726 47.457 14.224 -0.093
O 29.546 41.834 14.160 -0.042
H 28.641 41.679 13.772 0.036
H 29.908 41.006 14.097 -0.029
O 25.514 43.004 6.508 -0.105
H 24.717 42.958 7.089 0.003
H 26.213 43.080 7.252 0.078

***

No. 2
42
Properties=species:S:1:pos:R:3:lowdin_charge:R:1 method="wB97M-V/def2-TZVPD" homo_energy_ev=-8.7908 e_above_lowest_kcal_mol=327.75 homo_lumo_gap_ev=8.51 spin_multiplicity=1
O 1.300 1.464 -0.928 0.257
H 0.697 1.689 -1.640 0.153
H 0.918 1.644 -0.066 -0.013
H 1.444 0.515 -0.961 -0.111
O -0.078 -0.854 0.447 0.140
H 0.404 -0.815 -0.382 -0.088
H -0.659 -0.090 0.486 0.070
H 0.562 -0.825 1.162 -0.275
F 1.235 -0.586 -1.184 -0.124
F -0.052 1.334 0.707 -0.230
C -2.375 -0.325 -1.002 -0.728
O -2.436 -0.768 0.162 0.026
N -3.141 0.630 -1.436 0.185
N -1.517 -0.775 -1.842 0.134
H -3.908 1.019 -0.905 0.128
H -2.879 1.057 -2.313 0.108
H -0.898 -1.487 -1.479 0.149
H -1.673 -0.424 -2.776 0.102
C 1.829 -0.483 2.182 -0.587
O 0.826 -1.143 2.035 0.202
N 1.825 0.777 1.654 0.180
N 2.978 -0.771 2.639 0.230
H 2.662 1.339 1.706 0.132
H 0.934 1.215 1.468 -0.035
H 3.142 -1.707 2.981 0.145
H 3.583 0.012 2.843 0.134
C 0.498 -1.906 -3.885 -0.723
O -0.069 -2.378 -4.873 0.019
N 0.039 -0.893 -3.204 0.057
N 1.548 -2.307 -3.218 0.168
H -0.706 -0.271 -3.482 0.107
H 0.515 -0.842 -2.315 0.001
H 1.926 -1.645 -2.556 0.093
H 2.058 -3.160 -3.397 0.124
C -1.464 1.373 3.364 -0.817
O -1.788 1.258 4.504 0.049
N -0.447 0.756 2.830 0.174
N -2.143 2.089 2.559 0.179
H 0.069 0.273 3.552 0.130
H -0.162 0.986 1.889 -0.064
H -1.717 2.386 1.692 0.098
H -2.880 2.636 2.981 0.123

***

No. 3
36
Properties=species:S:1:pos:R:3:mulliken_spin:R:1 method="wB97M-V/def2-TZVPD" homo_energy_ev="-13.7145 / -13.3450" e_above_lowest_kcal_mol=0.00 homo_lumo_gap_ev="10.52 / 4.41" charge=+1 spin_multiplicity=2
C 1.016 -0.703 -0.994 0.018
C 2.356 0.114 -0.967 0.080
C 2.929 0.165 -2.397 0.058
N 2.598 1.373 -3.080 0.546
N 0.337 -0.663 0.223 0.229
C -0.891 0.004 0.449 -0.029
O -1.217 0.781 -0.556 0.003
O -1.497 -0.149 1.477 0.049
H 1.281 -1.732 -1.249 0.032
H 0.443 -0.400 -1.849 0.001
H 3.051 -0.329 -0.273 0.001
H 2.054 1.062 -0.534 0.030
H 3.997 0.005 -2.463 0.000
H 2.454 -0.641 -2.973 0.017
H 3.284 2.103 -2.920 -0.011
H 1.678 1.785 -2.914 -0.008
H 0.668 -1.280 0.951 -0.018
H -1.967 1.443 -0.224 0.000
H -0.302 -1.430 3.257 0.000
H -0.033 -2.943 3.064 0.000
O 0.386 -2.076 3.064 0.000
H -3.045 2.359 1.233 0.000
H -3.765 1.804 -0.109 0.000
O -3.041 2.315 0.270 0.000
H -4.533 -3.171 -0.374 0.000
H -4.335 -2.146 0.725 0.000
O -4.918 -2.861 0.456 0.000
H 4.113 -2.242 2.739 0.000
H 4.244 -0.676 2.583 0.000
O 4.722 -1.516 2.545 0.000
H -2.742 0.591 -2.822 0.000
H -2.355 1.713 -3.742 0.000
O -3.047 1.452 -3.126 0.000
H 1.364 2.291 1.051 0.001
H 1.279 0.877 1.649 -0.001
O 1.353 1.808 1.886 0.004

***

No. 4
36
Properties=species:S:1:pos:R:3:mulliken_spin:R:1 method="wB97M-V/def2-TZVPD" homo_energy_ev="-13.2217 / -13.1776" e_above_lowest_kcal_mol=129.53 homo_lumo_gap_ev="10.08 / 4.03" charge=+1 spin_multiplicity=2
N 1.466 -5.215 0.216 0.000
H 1.229 -5.779 -0.588 0.000
H 1.021 -4.323 0.376 0.000
H 2.466 -5.092 0.291 0.000
H 1.096 -5.726 1.005 0.000
N 0.322 -1.480 0.614 -0.001
O 0.779 -2.611 0.629 0.000
O -0.590 -1.095 1.360 0.006
O 0.745 -0.686 -0.273 0.001
C -0.707 2.201 2.508 0.037
O -1.665 2.652 1.541 0.646
H 0.212 2.464 1.984 0.028
H -0.775 2.755 3.445 0.014
H -0.726 1.127 2.692 0.065
H -1.376 2.528 0.634 -0.010
C 0.856 1.702 -2.845 0.053
C 0.775 2.465 -1.469 0.002
C 0.489 3.986 -1.642 0.003
O -0.194 2.011 -0.642 0.129
H 1.645 2.075 -3.499 0.001
H -0.149 1.605 -3.255 0.001
H 1.117 0.685 -2.551 -0.002
H 1.750 2.420 -0.983 0.021
H 1.343 4.410 -2.171 0.000
H 0.625 4.408 -0.647 0.002
H -0.502 4.153 -2.063 0.000
H 0.055 1.120 -0.387 -0.003
O -3.159 -0.526 0.961 0.005
H -2.215 -0.593 1.100 0.001
H -3.362 0.395 1.126 -0.001
O -1.138 -1.145 -2.766 0.001
H -1.890 -0.580 -2.589 0.000
H -0.629 -1.129 -1.955 0.000
O 0.555 -3.213 3.585 0.000
H 0.922 -2.876 2.768 0.000
H -0.391 -3.097 3.489 0.000

***

No. 5
38
Properties=species:S:1:pos:R:3:lowdin_charge:R:1 method="wB97M-V/def2-TZVPD" homo_energy_ev=-6.3236 e_above_lowest_kcal_mol=23.76 homo_lumo_gap_ev=9.05 charge=-1 spin_multiplicity=1
C -1.706 2.049 -0.626 -0.310
N -0.443 1.847 -1.078 -0.118
C 0.055 2.319 -2.352 -0.033
C 0.419 0.830 -0.441 -0.088
C -0.059 0.122 0.826 -0.616
O -0.146 -1.147 0.759 -0.095
O -0.193 0.776 1.877 -0.010
O -2.460 2.843 -1.181 -0.013
H -1.892 1.575 0.343 0.128
H -0.268 3.341 -2.508 0.082
H 1.138 2.278 -2.346 0.074
H -0.370 1.687 -3.132 0.091
H 0.583 0.048 -1.175 0.085
H 1.370 1.314 -0.234 0.121
H 1.437 -1.844 0.270 -0.004
H 3.058 -2.359 0.148 0.039
O 2.307 -1.877 -0.176 -0.058
H -1.321 -1.261 -3.193 0.027
H -0.032 -1.486 -2.575 0.019
O -0.384 -1.107 -3.394 -0.068
H 3.540 1.107 -1.863 0.039
H 3.218 -0.347 -1.511 0.018
O 2.884 0.417 -2.000 -0.063
H 0.611 3.632 1.015 0.010
H 0.093 2.464 1.863 -0.016
O 0.431 3.393 1.930 -0.100
H 0.802 -3.409 0.932 0.005
H 0.167 -3.404 2.277 0.034
O 1.005 -3.609 1.849 -0.063
H -1.383 -1.763 -0.391 -0.008
H -2.894 -1.907 -0.508 0.029
O -2.080 -2.133 -0.973 -0.071
H 0.958 -0.602 4.283 0.031
H 0.788 -1.130 2.883 -0.009
O 0.931 -1.429 3.791 -0.073
H -2.913 -0.701 1.637 0.007
H -3.523 0.047 2.836 0.035
O -3.727 -0.575 2.135 -0.057

***

No. 6
35
Properties=species:S:1:pos:R:3:lowdin_charge:R:1 method="wB97M-V/def2-TZVPD" homo_energy_ev=-11.6719 e_above_lowest_kcal_mol=29.75 homo_lumo_gap_ev=9.29 charge=+1 spin_multiplicity=1
C -0.544 2.509 -1.994 -0.186
O 0.030 2.173 -3.208 -0.107
C -0.145 1.255 -0.931 -0.341
C -0.974 0.043 -0.901 -0.170
C -1.069 -0.544 0.485 -0.137
N 0.154 -1.352 0.878 0.160
N 1.270 0.865 -1.213 0.007
H -1.613 2.415 -2.225 0.114
H -0.195 3.462 -1.539 0.124
H 0.984 2.339 -3.203 0.053
H 0.080 1.866 -0.021 0.139
H -0.616 -0.796 -1.524 0.135
H -1.922 0.340 -1.353 0.132
H -1.971 -1.209 0.630 0.146
H -1.135 0.264 1.199 0.118
H -0.088 -2.242 0.416 0.142
H 0.401 -1.391 1.885 0.133
H 1.002 -1.034 0.417 0.110
H 2.051 1.500 -1.344 0.080
H 1.289 0.204 -2.033 0.096
H -5.147 -3.841 -0.007 0.039
H -5.326 -2.336 -0.010 0.034
O -4.668 -3.020 0.156 -0.070
H -0.016 0.617 5.845 0.048
H 1.045 -0.468 6.316 0.051
O 0.518 -0.134 5.584 -0.049
H 2.574 -3.228 0.357 0.079
H 1.785 -3.203 -1.005 0.070
O 1.722 -3.032 -0.058 -0.047
H 1.715 -2.236 4.200 0.055
H 1.821 -0.821 3.798 0.033
O 1.828 -1.707 3.398 -0.062
H 2.473 4.227 -4.224 0.056
H 1.142 4.368 -4.812 0.065
O 1.546 4.150 -3.960 -0.049

***

No. 7
35
Properties=species:S:1:pos:R:3:lowdin_charge:R:1 method="wB97M-V/def2-TZVPD" homo_energy_ev=-13.3518 e_above_lowest_kcal_mol=68.30 homo_lumo_gap_ev=10.78 charge=+1 spin_multiplicity=1
N -0.544 1.618 0.578 0.177
C 0.448 0.737 1.426 -0.288
C 1.083 -0.286 0.615 -0.202
C 2.426 -0.483 1.174 -0.273
O 2.560 -1.802 1.728 -0.097
C -0.478 0.332 2.544 -0.213
N -0.761 1.610 3.304 0.023
H -1.475 1.095 0.406 0.174
H -0.827 2.444 1.109 0.133
H -0.244 2.035 -0.364 0.172
H 1.330 1.376 2.042 0.210
H 0.480 -1.212 0.242 0.133
H 1.148 0.060 -0.471 0.129
H 3.203 -0.313 0.424 0.134
H 2.595 0.007 2.094 0.100
H 2.960 -2.318 0.907 0.134
H 0.040 -0.378 3.107 0.112
H -1.409 -0.028 2.248 0.102
H 0.112 1.810 3.614 0.010
H -1.366 1.242 4.126 0.135
H 1.697 -3.051 -1.048 0.092
H 2.562 -1.996 -1.847 0.027
O 1.748 -2.129 -1.424 -0.037
H 0.738 0.310 -3.945 0.058
H 0.361 1.811 -3.869 0.021
O 0.440 1.031 -3.352 -0.056
H -0.868 -3.190 -0.131 0.042
H -2.420 -2.606 -0.053 0.078
O -1.535 -2.595 -0.510 -0.078
H -1.912 -0.511 -3.951 -0.043
H -1.789 -0.954 -2.537 0.062
O -2.293 -0.372 -3.171 -0.013
H -2.840 2.996 -1.464 0.068
H -2.862 1.547 -2.083 0.086
O -2.309 2.164 -1.469 -0.111

***

No. 8
37
Properties=species:S:1:pos:R:3:lowdin_charge:R:1 method="wB97M-V/def2-TZVPD" homo_energy_ev=-11.5587 e_above_lowest_kcal_mol=67.58 homo_lumo_gap_ev=8.79 charge=+1 spin_multiplicity=1
O 1.502 -0.326 0.738 0.070
C 0.446 -0.901 0.581 -0.472
N -0.009 -1.971 1.345 0.057
C -1.474 -2.238 1.276 -0.210
C -2.247 -0.972 1.862 -0.517
S -1.806 -0.260 3.507 0.718
C -0.282 -0.692 -0.752 -0.109
N 0.750 -0.233 -1.682 0.120
H 0.461 -2.118 2.212 0.101
H -1.738 -2.425 0.166 0.108
H -1.753 -3.261 1.811 0.158
H -2.118 -0.224 1.070 0.033
H -3.241 -1.399 1.920 0.062
H -0.448 -0.413 3.570 -0.173
H -1.047 0.106 -0.630 0.123
H -0.752 -1.796 -1.223 0.195
H 1.466 0.356 -1.207 0.135
H 1.160 -1.004 -2.032 0.077
H 0.358 0.527 -2.539 0.178
H 2.472 2.553 -2.438 0.083
H 1.327 3.284 -2.084 -0.059
O 1.527 2.422 -2.254 -0.034
H -1.268 0.408 -4.357 0.073
H -0.556 1.466 -3.783 0.166
O -0.993 0.528 -3.435 -0.098
H 0.397 4.715 -0.670 0.126
H 1.607 3.776 0.112 0.068
O 1.317 4.244 -0.691 -0.094
H 1.005 -3.632 -0.708 -0.020
H 0.664 -4.261 -1.975 0.071
O 1.115 -3.493 -1.594 -0.001
H 1.513 -0.409 4.479 0.051
H 2.254 -0.211 3.048 0.124
O 1.542 -0.773 3.581 -0.135
H -1.646 2.507 0.525 0.012
H -0.693 3.453 1.364 0.016
O -0.814 2.670 0.889 -0.002